A:
Density functional theory data (ωB97M-V with the def2-TZVPD basis set) for an isolated molecule of C5H5NO2.

Last column: Mulliken charge in e.
Geometry (Å):
C  1.27767  0.73498  0.36685  0.09
C  -0.42375  -1.19530  0.42837  -0.16
C  -1.30334  -0.54733  -0.38546  -0.61
C  -0.79844  0.81643  -0.42467  0.43
C  0.50722  0.81231  -0.85067  0.00
H  1.50850  -1.04062  1.42828  0.31
H  -0.67572  -2.19805  0.90703  0.32
H  -2.12370  -1.15291  -1.06463  0.26
H  -1.13292  1.24284  0.63899  0.22
H  0.72636  -0.06329  -1.41802  0.35
N  0.70652  -0.43723  0.95435  -0.20
O  2.17168  1.34024  0.82418  -0.53
O  -0.44009  1.68793  -1.40459  -0.48

Results
charge	0
highest occupied orbital energy	-0.3315	Ha
SMILES string	O=C1NC=C[C@@H]2O[C@@H]12
gap between HOMO and LUMO	9.77	eV

***

B:
Density functional theory data (ωB97M-V with the def2-TZVPD basis set) for an isolated molecule of C5H5NO2.

Last column: Mulliken charge in e.
Geometry (Å):
C  -1.21622  1.00058  0.91958  0.68
C  1.04053  0.71815  0.33615  -0.46
C  1.82552  -0.34681  -0.26724  -0.49
C  0.96635  -1.15491  -0.96100  -0.58
C  -0.31132  -0.69125  -0.76640  0.04
H  -2.60032  -0.27535  0.14471  0.34
H  1.23324  1.68657  0.82695  0.35
H  2.86400  -0.53821  -0.03288  0.38
H  1.11151  -2.12767  -1.36791  0.39
H  -1.21552  -1.16198  -1.21322  0.20
N  -0.25611  0.34667  0.10017  0.08
O  -2.52784  0.64042  0.69068  -0.48
O  -0.91382  1.90380  1.59041  -0.46

Results
charge	0
highest occupied orbital energy	-0.3176	Ha
SMILES string	O=C(O)n1cccc1
gap between HOMO and LUMO	9.08	eV

***

Which is the most stable structure? B is the most stable.

***

A:
Density functional theory data (ωB97M-V with the def2-TZVPD basis set) for an isolated molecule of C5H5NO2.

Last column: Mulliken charge in e.
Geometry (Å):
C  -1.00548  -0.76520  1.00864  0.01
C  0.38083  -1.01650  -1.84841  0.44
C  -0.07196  -0.13874  -0.99650  0.27
C  -0.13867  0.03014  1.80667  -0.19
C  0.54325  1.11622  -0.66392  -1.05
N  0.37858  -1.06483  1.40276  -0.45
O  0.92638  -1.55849  -2.70490  -0.37
O  -1.30007  -0.51942  -0.33342  -0.45
H  -1.81148  -1.30281  1.42301  0.44
H  0.11104  0.85534  2.51064  0.37
H  -0.21362  1.86502  -0.79410  0.31
H  1.34822  1.32709  -1.24717  0.46
H  0.85297  1.17218  0.43670  0.19

Results
charge	0
highest occupied orbital energy	-0.3160	Ha
SMILES string	CC(=C=O)O[C@@H]1C=N1
gap between HOMO and LUMO	9.25	eV

***

B:
Density functional theory data (ωB97M-V with the def2-TZVPD basis set) for an isolated molecule of C5H5NO2.

Last column: Mulliken charge in e.
Geometry (Å):
C  1.78591  -0.29402  0.06511  -0.36
C  0.95868  0.93862  -0.05837  -0.41
C  -0.43533  0.39326  -0.35534  0.21
C  -2.47858  -0.23075  -0.01228  0.16
C  -0.40709  -0.90371  -0.27666  0.40
H  2.56686  -0.34526  -0.61549  0.31
H  2.15423  -0.43083  1.08932  0.25
H  1.00346  1.66139  0.86615  0.23
H  1.18062  1.58667  -0.85243  0.28
H  -3.64820  -0.22729  0.26976  0.29
N  -1.78348  -1.38160  0.01100  -0.61
O  -1.73852  0.80732  -0.02937  -0.35
O  0.84142  -1.57380  -0.10140  -0.42

Results
charge	0
highest occupied orbital energy	-0.3274	Ha
SMILES string	c1nc2c(o1)CCO2
gap between HOMO and LUMO	9.75	eV

***

C:
Density functional theory data (ωB97M-V with the def2-TZVPD basis set) for a structure of composition C5H5NO2.

Last column: Mulliken charge in e.
Geometry (Å):
C  -1.66103  1.63379  -0.07942  -1.07
C  1.30637  -0.33977  -0.73712  0.55
C  -0.61668  0.59241  0.03084  0.69
C  0.92613  -0.64266  0.88992  0.41
C  1.11668  -1.94572  0.52229  -0.68
O  0.26563  0.50414  -1.03517  -0.32
N  -0.32656  -0.12532  1.04141  -0.51
O  2.31301  -0.37789  -1.37462  -0.54
H  -2.51009  1.36281  0.54067  0.33
H  -1.27078  2.59831  0.26024  0.26
H  -1.98625  1.74634  -1.11299  0.32
H  0.33089  -2.67791  0.69516  0.28
H  2.11269  -2.32854  0.35878  0.28

Results
charge	0
highest occupied orbital energy	-0.3333	Ha
gap between HOMO and LUMO	9.04	eV

***

Which is the most stable structure? C is the most stable.

***

A:
Density functional theory data (ωB97M-V with the def2-TZVPD basis set) for an isolated molecule of C9H16N2O4.

Last column: Mulliken charge in e.
Geometry (Å):
C  0.31014  0.13705  1.64861  -0.06
C  -0.06808  0.91076  0.36666  0.35
C  1.77101  0.47880  2.07212  0.26
C  2.19709  0.31309  3.54850  -1.28
C  -0.90453  0.80411  -1.94772  -0.02
C  -2.43167  0.92493  -1.86157  0.24
C  -0.53689  -0.11193  -3.16848  -1.28
C  -0.41987  -1.50239  -2.52443  -0.42
C  -0.33845  -1.16264  -0.94613  -0.78
H  -0.68680  -1.49335  2.26342  0.21
H  0.90851  -1.76812  1.94376  0.25
H  -0.55012  0.39408  2.35790  0.41
H  1.91018  1.73867  2.08729  0.16
H  2.42815  -0.54580  0.36389  0.37
H  3.27458  0.29664  3.74220  0.37
H  1.75578  -0.55996  4.08108  0.27
H  1.77023  1.22120  4.11505  0.31
H  -0.43645  1.77289  -1.92521  0.58
H  0.40347  0.22668  -3.57211  0.31
H  -1.19512  0.00989  -3.88260  0.57
H  0.49638  -2.05145  -2.61576  0.41
H  -1.31820  -2.13909  -2.69894  0.21
H  0.51637  -1.62485  -0.42355  0.52
H  -1.22217  -1.58737  -0.30463  0.20
H  -3.88543  2.31770  -1.70219  0.37
N  0.02965  -1.32013  1.62766  -0.48
N  -0.30071  0.21431  -0.81362  0.17
O  -0.21767  2.10966  0.35573  -0.65
O  2.74545  -0.12915  1.27003  -0.58
O  -3.10965  -0.11124  -1.83319  -0.55
O  -2.89518  2.23699  -1.62378  -0.46

Results
charge	0
highest occupied orbital energy	-0.3269	Ha
SMILES string	C[C@@H](O)[C@H](N)C(=O)N1CCC[C@H]1C(=O)O
gap between HOMO and LUMO	9.46	eV

***

B:
Density functional theory data (ωB97M-V with the def2-TZVPD basis set) for an isolated molecule of C9H16N2O4.

Last column: Mulliken charge in e.
Geometry (Å):
C  -1.43557  1.56282  0.25714  0.52
C  0.02343  1.20331  0.22967  -0.05
C  -1.91201  2.57766  1.26518  -0.80
C  -3.10535  1.88758  1.88871  -0.69
C  -2.87507  0.41108  1.79696  -0.59
C  1.60612  -0.57910  -0.67000  -0.01
C  1.65722  -0.82046  -2.19075  0.13
C  1.65567  -1.98787  0.11519  0.23
C  1.99569  -1.77377  1.62265  -1.19
H  -2.47264  -0.41563  -0.10322  0.26
H  -1.79101  1.99257  -0.73858  0.18
H  -2.04294  3.60650  0.83726  0.38
H  -1.09555  2.63533  1.99579  0.28
H  -3.95158  2.12064  1.25361  0.24
H  -3.38375  2.34120  2.80159  0.47
H  -3.78609  -0.10054  1.59461  0.33
H  -2.32632  -0.16321  2.58524  0.20
H  -0.20306  -0.84158  0.16667  0.57
H  2.57345  -0.07358  -0.46422  0.37
H  2.42277  -2.77045  -0.13423  0.36
H  0.12147  -2.97875  -0.78346  0.32
H  1.13417  -2.06071  2.25797  0.24
H  2.33049  -0.76014  1.80612  0.33
H  2.93539  -2.36018  1.70261  0.36
H  1.58000  0.14213  -3.78354  0.37
N  -2.11545  0.31260  0.57271  -0.30
N  0.32167  -0.02222  -0.19946  -0.16
O  0.81184  2.07232  0.53836  -0.69
O  2.03309  -1.89770  -2.66475  -0.60
O  0.26393  -2.54627  0.08587  -0.67
O  1.24749  0.21744  -2.89641  -0.39

Results
charge	0
highest occupied orbital energy	-0.3009	Ha
SMILES string	C[C@@H](O)[C@H](NC(=O)[C@@H]1CCCN1)C(=O)O
gap between HOMO and LUMO	8.72	eV

***

C:
Density functional theory data (ωB97M-V with the def2-TZVPD basis set) for an isolated molecule of C9H16N2O4.

Last column: Mulliken charge in e.
Geometry (Å):
C  -1.59065  0.04877  0.92120  0.62
C  -0.38998  -0.42187  0.05301  -0.04
C  -2.64320  -1.07385  1.02709  -0.90
C  -3.81028  -0.62757  0.15868  -0.51
C  -3.07598  0.29630  -0.76400  -0.53
C  2.00117  -0.23757  -0.38183  -0.70
C  2.60925  -1.60013  -0.06268  0.82
C  2.98385  0.85590  -0.24353  0.04
C  2.23621  2.24497  -0.49393  -1.24
H  -1.64327  1.49012  -0.58207  0.31
H  -1.27702  0.46907  1.89976  0.46
H  -3.10364  -1.19064  2.06212  0.32
H  -2.22424  -2.06071  0.69800  0.27
H  -4.49490  -0.09233  0.94445  0.27
H  -4.30651  -1.39657  -0.43370  0.32
H  -2.54498  -0.31526  -1.47601  0.20
H  -3.76217  0.97753  -1.29233  0.44
H  0.88592  0.54121  1.30543  0.41
H  1.61934  -0.42886  -1.40306  0.48
H  3.87393  0.67143  -0.90791  0.44
H  3.92329  -0.20543  1.16258  0.40
H  1.27525  2.29726  0.03410  0.30
H  2.27327  2.49620  -1.60017  0.29
H  2.96618  3.00348  -0.06700  0.41
H  1.07923  -2.26550  -1.07877  0.40
N  -2.24472  1.09176  0.11445  -0.57
N  0.81652  0.07300  0.39262  -0.10
O  -0.50576  -1.03730  -1.01339  -0.80
O  3.64562  -1.80548  0.44594  -0.59
O  3.61074  0.80341  1.04951  -0.66
O  1.81752  -2.60132  -0.46858  -0.53

Results
charge	0
highest occupied orbital energy	-0.3460	Ha
SMILES string	C[C@@H](O)[C@H](NC(=O)[C@@H]1CCCN1)C(=O)O
gap between HOMO and LUMO	10.03	eV

***

Which is the most stable structure? C is the most stable.

***

A:
Density functional theory data (ωB97M-V with the def2-TZVPD basis set) for an isolated molecule of C4H8N2S.

Last column: Mulliken charge in e.
Geometry (Å):
C  0.75464  -0.54234  -1.55346  -1.37
C  0.79898  -0.24688  -0.04862  0.17
C  -0.01199  -1.25573  0.82670  -0.59
C  -1.09660  1.00191  0.76254  0.48
H  1.30667  -1.46551  -1.77417  0.37
H  -0.22379  -0.56561  -1.98981  0.31
H  1.29547  0.24975  -2.06294  0.37
H  1.86763  -0.25764  0.27395  0.27
H  -0.03027  -2.24182  0.37944  0.38
H  0.60064  -1.29354  1.76408  0.31
H  -2.64650  2.01888  1.07684  0.23
H  0.56821  1.95635  0.17376  0.23
N  -1.68848  2.16094  0.78857  -0.74
N  0.18915  1.03606  0.30283  -0.25
S  -1.68376  -0.55483  1.08028  -0.16

Results
charge	0
highest occupied orbital energy	-0.3157	Ha
SMILES string	[H]/N=C1/N[C@H](C)CS1
gap between HOMO and LUMO	9.32	eV

***

B:
Density functional theory data (ωB97M-V with the def2-TZVPD basis set) for an isolated molecule of C4H8N2S.

Last column: Mulliken charge in e.
Geometry (Å):
C  1.58478  0.76103  0.63888  -1.42
C  0.54681  -0.12289  0.31256  0.29
C  -0.71001  -0.50975  1.36315  -0.63
C  -1.18793  -0.31266  -1.32730  0.35
H  2.27623  1.03291  -0.10550  0.45
H  1.01529  1.77504  0.98217  0.27
H  1.93058  0.29718  1.62138  0.31
H  1.21314  -1.06664  0.08312  0.17
H  -0.94191  0.40406  1.87534  0.35
H  -0.38552  -1.19323  2.01390  0.40
H  -2.56745  -0.44822  -2.64388  0.27
H  0.72800  0.65129  -1.59019  0.30
N  -1.62711  -0.23968  -2.44362  -0.62
N  -0.11336  0.27127  -0.92107  -0.31
S  -1.76153  -1.29972  0.14106  -0.18

Results
charge	0
highest occupied orbital energy	-0.3323	Ha
SMILES string	[H]/N=C1/N[C@@H](C)CS1
gap between HOMO and LUMO	9.76	eV

***

C:
Density functional theory data (ωB97M-V with the def2-TZVPD basis set) for a structure of composition C4H8N2S.

Last column: Mulliken charge in e.
Geometry (Å):
C  0.72503  -1.49699  0.67595  -0.89
C  0.29643  -0.19413  0.14778  0.45
C  -0.90757  0.02580  -0.40457  -0.42
C  1.24045  0.93473  -0.33634  0.28
H  -0.38692  -2.44136  0.42446  0.25
H  1.99998  -2.10343  0.02038  0.29
H  0.62497  -1.21817  2.06206  0.19
H  -1.25448  0.86962  -1.07642  0.30
H  -1.94623  -1.23388  1.10975  0.34
H  -2.77668  -0.58216  -0.68560  0.28
H  -0.54585  2.38091  -0.22240  0.26
H  1.23249  2.97417  -0.45009  0.20
N  -1.81199  -1.00550  -0.26023  -0.68
N  0.67139  2.15297  -0.30256  -0.47
S  2.83897  0.93742  -0.70217  -0.38

Results
charge	0
highest occupied orbital energy	-0.2980	Ha
gap between HOMO and LUMO	7.90	eV

***

Which is the most stable structure? A is the most stable.